C3H7NOS2 | ωB97M-V/def2-TZVPD

ORCA input file:
```
! RIJCOSX wB97M-V def2-TZVPD def2/J DEFGRID3
* xyz -1 2
S -1.518 -3.237 -0.549
S -1.460 -1.236 -0.448
C 0.291 -0.968 0.196
C 0.424 0.296 1.033
N 0.867 1.523 0.272
C 0.117 2.301 -0.529
O 0.468 3.003 -1.467
H -1.741 -3.408 -1.914
H 0.781 -0.965 -0.806
H 0.426 -1.944 0.701
H -0.478 0.601 1.581
H 1.092 -0.016 1.746
H 1.741 1.892 0.548
H -1.009 2.159 -0.362
*
```

The orbital gap (spin up / spin down) comes out at 2.6 / 7.7 eV. As for the expectation value of S²: 0.752. The total energy comes out at -28431.0734 eV. For the relative energy (zero: lowest compared OMol25 entry of this formula, charge and spin), the calculation gives 1.383 eV.